DFT (wB97M-V/def2-TZVPD) results for a cluster of 3 separate species, C4H15N3S in total.

XYZ file:
```
23
Properties=species:S:1:pos:R:3:lowdin_charge:R:1
C -0.341 0.164 -2.788 -0.341
N -0.173 -0.798 -3.870 -0.022
C 0.962 0.891 -2.514 -0.356
N 0.834 1.649 -1.292 -0.064
H -0.706 -0.310 -1.845 0.070
H -1.106 0.903 -3.051 0.114
H 0.414 -1.592 -3.575 0.071
H -1.080 -1.168 -4.169 0.067
H 1.174 1.555 -3.385 0.121
H 1.773 0.126 -2.482 0.102
H 0.860 0.975 -0.477 -0.124
H 1.667 2.254 -1.154 0.076
H 0.552 -0.860 -0.470 0.179
C -0.986 -0.848 3.235 -0.392
C -0.611 0.347 2.345 -0.579
S 0.988 0.048 1.503 0.637
N -0.065 -1.141 4.334 -0.022
H -1.082 -1.753 2.578 0.112
H -1.968 -0.674 3.651 0.096
H -0.545 1.273 2.935 0.070
H -1.408 0.537 1.552 0.092
H -0.024 -0.361 4.989 0.066
H 0.871 -1.216 3.949 0.026
```

Calculated values
- HOMO-LUMO gap (eV) = 7.08
- maximum force (eV/Å) = 3.4
- multiplicity = 1
- E (eV) = -19693.06532
- ΔE to the lowest compared entry with this formula, charge and spin (kJ/mol) = 335.3
- molecular weight (g/mol) = 137.3
- lowest unoccupied orbital energy (eV) = -1.90
- charge = 0